Computed, not measured: a molecular structure, C26H29AsN3OPdS, with ωB97M-V with the def2-TZVPD basis set.

**Frontier orbital gap (spin up / spin down)**: 7.072 / 5.719 eV
**Expectation value of S²**: 2.008
**Relative energy (zero: lowest compared OMol25 entry of this formula, charge and spin)**: 76.2 kJ/mol
**Lowest unoccupied orbital energy (spin up / spin down)**: -2.939 / -4.196 eV
**M**: 612.95 g/mol
**E_HOMO (spin up / spin down)**: -10.0 / -9.9 eV

```
! wB97M-V def2-TZVPD RIJCOSX def2/J DEFGRID3
* xyz 1 3
Pd 0.18 -0.02 -0.78
C 3.17 -1.47 -1.13
C 3.39 0.01 -1.05
C 4.66 0.55 -0.91
C 4.81 1.92 -0.94
C 3.69 2.72 -1.07
C 2.44 2.13 -1.13
N 2.30 0.79 -1.13
C 1.19 2.92 -1.14
C 1.19 4.30 -0.94
C -0.02 4.96 -0.88
C -1.19 4.24 -0.98
C -1.12 2.86 -1.17
N 0.06 2.24 -1.28
C -2.34 2.01 -1.20
C -3.61 2.57 -1.17
C -4.71 1.74 -1.11
C -4.52 0.38 -1.09
C -3.23 -0.13 -1.19
C -3.01 -1.60 -1.29
N -2.16 0.68 -1.22
H 4.11 -1.99 -1.33
H 2.46 -1.68 -1.92
H 2.76 -1.83 -0.19
H 5.52 -0.10 -0.80
H 5.80 2.37 -0.88
H 3.80 3.80 -1.12
H 2.11 4.85 -0.81
H -0.05 6.04 -0.74
H -2.14 4.74 -0.90
H -3.74 3.64 -1.22
H -5.71 2.17 -1.08
H -5.36 -0.30 -1.03
H -3.92 -2.12 -1.58
H -2.67 -2.00 -0.33
H -2.23 -1.82 -2.02
S -0.04 -2.12 0.37
C -0.17 -3.72 -0.36
C 0.79 -4.22 -1.25
C 0.69 -5.52 -1.72
C -0.36 -6.33 -1.32
C -1.31 -5.84 -0.44
C -1.23 -4.54 0.03
H 1.61 -3.60 -1.55
H 1.45 -5.90 -2.39
H -0.43 -7.35 -1.69
H -2.13 -6.48 -0.12
H -1.97 -4.17 0.73
C 0.88 2.31 3.77
As 0.08 0.78 2.90
C 1.09 -0.77 3.47
C -1.72 0.56 3.57
O 0.09 1.09 1.28
H 0.85 2.24 4.85
H 0.34 3.20 3.43
H 1.91 2.38 3.42
H 1.10 -0.80 4.56
H 2.10 -0.70 3.08
H 0.62 -1.67 3.07
H -1.72 0.56 4.66
H -2.12 -0.38 3.20
H -2.34 1.38 3.20
*
```


Computed, not measured: 7 unconnected molecules or ions with the total composition C26H29BF7NO22S in a non-equilibrium geometry, with ωB97M-V with the def2-TZVPD basis set.

**Frontier orbital gap**: 9.354 eV
**Lowest unoccupied orbital energy**: -0.083 eV
**M**: 883.37 g/mol
**E_HOMO**: -9.4 eV

```
! wB97M-V def2-TZVPD RIJCOSX def2/J DEFGRID3
* xyz 0 1
C 6.69 -0.30 2.95
C 6.58 -1.36 1.76
O 5.81 -2.49 2.28
B 4.53 -2.44 1.71
O 4.43 -2.97 0.41
N 3.36 -1.86 2.46
C 2.89 -0.58 1.93
C 2.94 -0.15 0.54
C 2.41 1.16 0.17
C 1.80 2.06 1.14
C 1.71 1.62 2.54
C 2.26 0.34 2.91
S 2.10 -2.95 2.69
O 1.07 -2.59 1.72
O 2.51 -4.33 2.66
F 1.45 -2.54 4.14
H 6.14 -0.72 3.84
H 7.77 -0.23 3.23
H 6.26 0.67 2.60
H 5.99 -0.95 0.89
H 7.60 -1.66 1.40
H 3.54 -2.83 0.05
H 3.37 -0.81 -0.25
H 2.45 1.50 -0.88
H 1.38 3.06 0.89
H 1.24 2.22 3.35
H 2.19 0.01 3.98
O 3.03 0.15 -2.32
C 2.68 0.45 -3.41
O 3.32 0.09 -4.55
C 2.50 0.53 -5.64
C 1.71 1.63 -5.01
F 0.47 1.72 -5.57
O 1.57 1.21 -3.67
H 1.87 -0.30 -5.98
H 3.11 0.87 -6.47
H 2.20 2.61 -5.04
O -1.63 3.73 5.71
C -1.66 4.13 4.59
O -2.66 4.89 4.07
C -2.27 5.26 2.75
C -1.29 4.18 2.40
F -0.32 4.63 1.57
O -0.71 3.86 3.65
H -1.80 6.25 2.77
H -3.12 5.29 2.07
H -1.75 3.28 1.97
O -3.51 4.67 -0.44
C -2.65 4.27 -1.15
O -2.86 3.60 -2.31
C -1.59 3.42 -2.93
C -0.65 3.52 -1.76
F 0.54 4.06 -2.13
O -1.32 4.43 -0.90
H -1.43 4.21 -3.66
H -1.52 2.46 -3.43
H -0.48 2.58 -1.24
O -1.77 0.77 -1.79
C -1.46 -0.37 -1.71
O -1.08 -0.99 -0.56
C -0.93 -2.37 -0.87
C -0.68 -2.35 -2.34
F -1.17 -3.46 -2.94
O -1.44 -1.23 -2.77
H -1.84 -2.91 -0.60
H -0.09 -2.80 -0.31
H 0.37 -2.21 -2.62
O -4.52 0.07 0.51
C -4.27 0.38 1.63
O -3.39 1.35 1.98
C -3.48 1.51 3.40
C -4.02 0.18 3.83
F -4.80 0.30 4.92
O -4.83 -0.20 2.73
H -4.15 2.33 3.63
H -2.50 1.72 3.83
H -3.26 -0.59 4.00
O -5.36 -8.51 -2.62
C -4.83 -7.46 -2.74
O -4.97 -6.64 -3.82
C -4.28 -5.43 -3.51
C -3.30 -5.87 -2.48
F -3.04 -4.88 -1.59
O -3.98 -6.91 -1.81
H -4.99 -4.69 -3.13
H -3.80 -5.02 -4.40
H -2.36 -6.25 -2.88
*
```


Computed, not measured: a molecular structure, C26H29CeFN4OSeSi, with ωB97M-V with the def2-TZVPD basis set.

**Frontier orbital gap**: 6.849 eV
**Relative energy (zero: lowest compared OMol25 entry of this formula, charge and spin)**: 0.0 kJ/mol
**Lowest unoccupied orbital energy**: -0.883 eV
**M**: 679.71 g/mol
**E_HOMO**: -7.7 eV

```
! wB97M-V def2-TZVPD RIJCOSX def2/J DEFGRID3
* xyz 0 1
Ce 0.04 1.69 -1.15
C 4.25 1.88 -0.11
C 3.39 1.18 -1.12
O 2.35 1.72 -1.51
N 3.74 -0.03 -1.58
C 2.83 -0.83 -2.38
C 1.87 -1.59 -1.50
C 1.77 -2.97 -1.59
C 0.92 -3.64 -0.72
C 0.23 -2.90 0.22
C 0.38 -1.52 0.23
N 1.16 -0.87 -0.63
H 4.22 2.95 -0.33
H 5.27 1.51 -0.08
H 3.77 1.73 0.86
H 4.57 -0.46 -1.19
H 3.42 -1.52 -2.99
H 2.30 -0.16 -3.06
H 2.35 -3.51 -2.33
H 0.81 -4.71 -0.78
H -0.43 -3.37 0.94
H -0.15 -0.91 0.95
Se 2.41 5.79 -0.82
C 1.02 4.71 -0.77
N 0.11 3.96 -0.74
C 0.44 1.50 1.20
C 0.64 1.40 2.40
C 0.84 1.27 3.81
C 2.11 1.00 4.34
C 2.29 0.86 5.70
C 1.20 0.98 6.56
C -0.06 1.25 6.05
C -0.24 1.39 4.69
H 2.95 0.90 3.66
H 3.27 0.65 6.10
H 1.35 0.87 7.63
H -0.90 1.35 6.72
H -1.22 1.61 4.29
F -0.04 2.15 -3.13
C -4.66 -0.14 -1.17
Si -3.08 0.44 -0.35
C -3.12 2.32 -0.35
C -2.96 -0.22 1.39
N -1.64 0.11 -1.31
C -1.57 -0.97 -2.20
C -2.33 -2.15 -2.04
C -2.27 -3.17 -2.98
C -1.46 -3.07 -4.10
C -0.67 -1.94 -4.26
C -0.71 -0.93 -3.31
H -5.46 0.51 -0.79
H -4.94 -1.16 -0.94
H -4.64 -0.03 -2.25
H -3.69 2.72 0.49
H -3.58 2.66 -1.28
H -2.17 2.86 -0.28
H -3.83 0.10 1.98
H -2.06 0.12 1.90
H -2.96 -1.32 1.39
H -2.96 -2.27 -1.17
H -2.88 -4.05 -2.83
H -1.44 -3.86 -4.83
H -0.02 -1.83 -5.12
H -0.12 -0.04 -3.47
*
```


Repeat the first record exactly.
Computed, not measured: a molecular structure, C26H29AsN3OPdS, with ωB97M-V with the def2-TZVPD basis set.

**Frontier orbital gap (spin up / spin down)**: 7.072 / 5.719 eV
**Expectation value of S²**: 2.008
**Relative energy (zero: lowest compared OMol25 entry of this formula, charge and spin)**: 76.2 kJ/mol
**Lowest unoccupied orbital energy (spin up / spin down)**: -2.939 / -4.196 eV
**M**: 612.95 g/mol
**E_HOMO (spin up / spin down)**: -10.0 / -9.9 eV

```
! wB97M-V def2-TZVPD RIJCOSX def2/J DEFGRID3
* xyz 1 3
Pd 0.18 -0.02 -0.78
C 3.17 -1.47 -1.13
C 3.39 0.01 -1.05
C 4.66 0.55 -0.91
C 4.81 1.92 -0.94
C 3.69 2.72 -1.07
C 2.44 2.13 -1.13
N 2.30 0.79 -1.13
C 1.19 2.92 -1.14
C 1.19 4.30 -0.94
C -0.02 4.96 -0.88
C -1.19 4.24 -0.98
C -1.12 2.86 -1.17
N 0.06 2.24 -1.28
C -2.34 2.01 -1.20
C -3.61 2.57 -1.17
C -4.71 1.74 -1.11
C -4.52 0.38 -1.09
C -3.23 -0.13 -1.19
C -3.01 -1.60 -1.29
N -2.16 0.68 -1.22
H 4.11 -1.99 -1.33
H 2.46 -1.68 -1.92
H 2.76 -1.83 -0.19
H 5.52 -0.10 -0.80
H 5.80 2.37 -0.88
H 3.80 3.80 -1.12
H 2.11 4.85 -0.81
H -0.05 6.04 -0.74
H -2.14 4.74 -0.90
H -3.74 3.64 -1.22
H -5.71 2.17 -1.08
H -5.36 -0.30 -1.03
H -3.92 -2.12 -1.58
H -2.67 -2.00 -0.33
H -2.23 -1.82 -2.02
S -0.04 -2.12 0.37
C -0.17 -3.72 -0.36
C 0.79 -4.22 -1.25
C 0.69 -5.52 -1.72
C -0.36 -6.33 -1.32
C -1.31 -5.84 -0.44
C -1.23 -4.54 0.03
H 1.61 -3.60 -1.55
H 1.45 -5.90 -2.39
H -0.43 -7.35 -1.69
H -2.13 -6.48 -0.12
H -1.97 -4.17 0.73
C 0.88 2.31 3.77
As 0.08 0.78 2.90
C 1.09 -0.77 3.47
C -1.72 0.56 3.57
O 0.09 1.09 1.28
H 0.85 2.24 4.85
H 0.34 3.20 3.43
H 1.91 2.38 3.42
H 1.10 -0.80 4.56
H 2.10 -0.70 3.08
H 0.62 -1.67 3.07
H -1.72 0.56 4.66
H -2.12 -0.38 3.20
H -2.34 1.38 3.20
*
```


- Look up the M of the third one.
  679.71 g/mol


- Among the records above, which one has the lowest M?
  C26H29AsN3OPdS


- The highest M belongs to which entry?
  C26H29BF7NO22S